Molecular formula: C2H6N4S
Method: DFT, the ωB97M-V functional and the def2-TZVPD basis

Each atom is followed by the atoms it is bonded to, with distances in Å.
Cartesian coordinates (Å):
1 C 0.38965 -1.16588 -0.68173  C2 1.333, N3 1.351, H8 1.114
2 C -0.70012 -0.82310 -1.36883  C1 1.333, S7 1.687, H9 1.100
3 N 0.76864 -0.57884 0.47498  C1 1.351, N5 1.314, H10 0.996
4 N -0.55258 1.78731 -1.90531  S7 1.553, H11 1.031
5 N -0.00381 0.23998 1.15349  N3 1.314, N6 1.348
6 N 0.49997 0.66860 2.32805  N5 1.348, H12 1.038, H13 0.919
7 S -1.51263 0.56720 -1.87213  C2 1.687, N4 1.553
8 H 0.93642 -2.10616 -0.92330  C1 1.114
9 H -1.26582 -1.62886 -1.86044  C2 1.100
10 H 1.60366 -1.01182 0.80354  N3 0.996
11 H -1.15412 2.61211 -1.75779  N4 1.031
12 H -0.09981 1.33111 2.85540  N6 1.038
13 H 1.09055 0.10836 2.75407  N6 0.919

* gap between HOMO and LUMO (spin up / spin down): 7.3395 / 7.0069 eV
* relative energy (zero: lowest compared OMol25 entry of this formula, charge and spin): 544.69 kJ/mol
* LUMO (spin up / spin down): 0.60 / 0.21 eV